Record 1
{
  "formula": "C4H6O2",
  "method": "ωB97M-V with the def2-TZVPD basis set",
  "spin_multiplicity": 1,
  "smiles": "O[C@@H]1C=COC1",
  "molar_mass_g_mol": 86.09,
  "orbital_gap_ev": 9.4,
  "homo_energy_ev": -8.86,
  "relative_energy_kj_mol": 265.0,
  "symbols": ["C", "C", "C", "C", "H", "H", "H", "H", "H", "H", "O", "O"],
  "positions_angstrom": [[0.696800, 0.282762, 0.514744], [-0.703635, -0.063001, 0.877149], [-0.366359, -0.965949, -1.103187], [0.820309, -0.484173, -0.814086], [1.895105, 1.916220, 0.514604], [1.360995, -0.183694, 1.262316], [-1.264090, 0.841194, 1.017838], [-0.649523, -0.695224, 1.787091], [-0.827623, -1.588157, -1.895067], [1.818836, -0.759216, -1.258587], [0.720354, 1.696046, 0.417842], [-1.347403, -0.714667, -0.202331]],
  "atomic_forces_ev_per_a": [[-0.0511, -1.0936, -1.0216], [-0.7865, -0.2566, 1.3532], [-1.7199, -1.2815, -1.0279], [2.4418, -0.0119, 0.2871], [-5.5858, -0.5700, -0.6363], [0.2244, 0.8619, -0.1749], [-0.2341, 0.4344, 0.6678], [-0.7550, 0.1431, -0.5352], [1.0957, 0.5052, 0.1708], [-1.5176, 0.5631, 0.2038], [6.7922, 0.9563, 0.6725], [0.0961, -0.2503, 0.0407]]
}

***

Record 2
{
  "formula": "C4H6O2",
  "method": "ωB97M-V with the def2-TZVPD basis set",
  "spin_multiplicity": 1,
  "molar_mass_g_mol": 86.09,
  "orbital_gap_ev": 8.8,
  "homo_energy_ev": -8.18,
  "relative_energy_kj_mol": 599.2,
  "symbols": ["O", "C", "C", "C", "O", "C", "H", "H", "H", "H", "H", "H"],
  "positions_angstrom": [[-1.068518, 1.105579, 1.015597], [-0.191642, 0.271848, 0.385386], [0.901608, 0.689815, -0.568660], [-0.205939, -0.216029, -1.013487], [0.082773, -1.572784, -0.830268], [-0.070080, -1.583266, 0.585644], [-0.581947, 1.692868, 1.611495], [0.805859, 1.717151, -0.913743], [1.916820, 0.305551, -0.491066], [-0.946251, 0.063302, -1.752040], [0.483099, -0.751653, 1.147196], [-1.125783, -1.722381, 0.823946]],
  "atomic_forces_ev_per_a": [[-0.0501, 0.1180, 0.0615], [-0.5651, -0.0868, -0.5489], [0.0914, 0.0441, 0.0894], [-0.1419, 0.2800, -0.5225], [0.0192, 0.0869, 0.0192], [-0.3946, 1.4356, 0.3419], [-0.0871, -0.1601, -0.1390], [-0.0170, -0.1471, 0.1525], [-0.1889, 0.0048, 0.0168], [0.1447, -0.0078, -0.2539], [1.0133, -1.4578, 0.4960], [0.1761, -0.1098, 0.2870]]
}

***

Record 3
{
  "formula": "C4H6O2",
  "method": "ωB97M-V with the def2-TZVPD basis set",
  "spin_multiplicity": 1,
  "molar_mass_g_mol": 86.09,
  "orbital_gap_ev": 10.4,
  "homo_energy_ev": -9.69,
  "relative_energy_kj_mol": 326.0,
  "symbols": ["O", "C", "C", "C", "C", "O", "H", "H", "H", "H", "H", "H"],
  "positions_angstrom": [[-1.009362, 1.033130, -1.165260], [-0.687482, 0.588092, 0.121408], [-0.374943, -0.910892, 0.329454], [0.914392, -0.743961, -0.494095], [0.800522, 0.424206, 0.500448], [0.362908, -0.518423, 1.536144], [-1.724501, 1.674325, -1.101059], [-1.295035, 1.037281, 0.914348], [-1.036794, -1.776789, 0.404376], [1.700767, -1.469711, -0.272546], [0.811340, -0.514917, -1.556882], [1.538186, 1.177659, 0.783664]],
  "atomic_forces_ev_per_a": [[-0.1729, 0.1605, -0.0292], [-0.0318, 0.0052, 0.2333], [-0.3054, -0.4084, -0.0802], [0.1272, -0.0807, -0.1611], [0.3491, 0.3899, 0.0067], [0.0238, -0.0414, 0.1620], [0.1248, -0.1079, -0.0456], [0.0663, -0.1026, -0.1505], [0.0476, 0.1897, -0.0205], [-0.1318, 0.1353, -0.0166], [0.0111, -0.0380, 0.1607], [-0.1079, -0.1016, -0.0592]]
}

***

Record 4
{
  "formula": "C4H6O2",
  "method": "ωB97M-V with the def2-TZVPD basis set",
  "spin_multiplicity": 1,
  "smiles": "CC(=O)CC=O",
  "molar_mass_g_mol": 86.09,
  "orbital_gap_ev": 10.5,
  "homo_energy_ev": -9.99,
  "relative_energy_kj_mol": 86.9,
  "symbols": ["C", "C", "O", "C", "C", "O", "H", "H", "H", "H", "H", "H"],
  "positions_angstrom": [[1.470696, 0.267559, -0.777363], [0.421263, 0.725442, 0.187643], [0.306499, 1.866089, 0.577202], [-0.504250, -0.337938, 0.742755], [-1.708612, -0.534663, -0.133050], [-1.779085, -1.384689, -0.982187], [1.055243, -0.467349, -1.469872], [2.260767, -0.228291, -0.201150], [1.886397, 1.119414, -1.312898], [0.005257, -1.315849, 0.736864], [-0.855520, 0.153849, 1.666290], [-2.536126, 0.164033, 0.092831]],
  "atomic_forces_ev_per_a": [[0.0573, 0.0767, -0.1221], [0.0249, 0.4648, 0.0789], [0.1446, -0.2324, -0.3361], [-0.0581, 0.1063, -0.0017], [-0.0983, 0.0206, -0.1795], [-0.0967, 0.2432, 0.1181], [0.0430, 0.0195, 0.0030], [-0.0619, 0.0458, -0.1054], [0.0281, -0.0787, 0.0365], [-0.1433, 0.4257, 0.7245], [0.2832, -1.0200, 0.0844], [-0.1229, -0.0713, -0.3007]]
}